(1)
{
  "formula": "C4H6N2O3",
  "method": "ωB97M-V with the def2-TZVPD basis set",
  "homo_lumo_gap_ha": 0.37277,
  "relative_energy_kcal_mol": 92.8,
  "max_force_ha_per_bohr": 0.0436,
  "e_tot_ev": -13364.9565,
  "smiles": "C[C@H]1OC1=O.NN=C=O",
  "species": ["C", "C", "O", "C", "O", "H", "H", "H", "H", "N", "N", "C", "O", "H", "H"],
  "positions_angstrom": [[-1.844752, 1.180938, -0.188307], [-0.880368, 1.239283, 0.961427], [-1.265220, 2.061522, 2.131460], [-1.249270, 0.753981, 2.294895], [-1.677229, -0.028011, 3.075497], [-1.826683, 0.178313, -0.610028], [-1.580114, 1.920268, -0.941449], [-2.862915, 1.392690, 0.132393], [0.168361, 1.421910, 0.753118], [2.550252, -2.602518, -1.536270], [2.147133, -1.437322, -0.916800], [1.528560, -0.457517, -1.227171], [1.005278, 0.583208, -1.260665], [2.257445, -3.389093, -0.956844], [3.529524, -2.817652, -1.711256]],
  "forces_ev_per_a": [[0.09, 0.21, 0.15], [0.47, -0.55, 0.14], [-0.36, 0.94, 0.89], [-0.78, 0.17, -0.99], [0.49, -0.24, 0.28], [0.05, 0.03, -0.20], [0.08, -0.13, -0.14], [-0.01, -0.08, 0.22], [-0.14, -0.29, -0.22], [-0.90, -2.01, -0.44], [0.97, -0.24, 0.13], [0.51, -0.11, 0.29], [-0.38, 0.40, -0.39], [-0.24, 0.40, -0.09], [0.16, 1.49, 0.37]]
}

---

(2)
{
  "formula": "C4H6N2O3",
  "method": "ωB97M-V with the def2-TZVPD basis set",
  "homo_lumo_gap_ha": 0.37207,
  "relative_energy_kcal_mol": 149.9,
  "max_force_ha_per_bohr": 0.0723,
  "e_tot_ev": -13362.4786,
  "smiles": "O=[N+]([O-])OC1=NCCC1",
  "species": ["O", "N", "O", "O", "C", "N", "C", "C", "C", "H", "H", "H", "H", "H", "H"],
  "positions_angstrom": [[0.249147, 1.719072, 2.598426], [-0.106116, 2.483949, 1.805766], [-0.530321, 3.567101, 1.801026], [-0.073971, 1.904536, 0.375351], [-0.066017, 0.606480, -0.005735], [-0.741460, -0.209543, 0.662132], [-0.704560, -1.572001, 0.142577], [0.405483, -1.419870, -0.945437], [0.532209, 0.111961, -1.271671], [-1.713320, -1.987207, -0.209942], [-0.411249, -2.339606, 0.977524], [0.135663, -2.055340, -1.849845], [1.297997, -1.801181, -0.609024], [0.084162, 0.419272, -2.190187], [1.642354, 0.572377, -1.280962]],
  "forces_ev_per_a": [[0.78, -0.59, 1.70], [-0.70, -2.12, -1.89], [-0.03, 0.92, -0.14], [0.71, 2.37, -1.46], [-1.89, -0.23, 1.33], [-1.21, -1.00, 1.62], [0.61, -0.72, 0.47], [-2.43, -0.56, -2.76], [3.44, 0.13, 1.15], [1.28, 1.11, 0.23], [-0.30, 1.57, -1.40], [0.41, 0.97, 0.83], [2.14, -0.73, 0.95], [-0.65, 0.34, -0.38], [-2.18, -1.47, -0.25]]
}

---

(3)
{
  "formula": "C4H6N2O3S",
  "method": "ωB97M-V with the def2-TZVPD basis set",
  "homo_lumo_gap_ha": [0.24618, 0.24604],
  "relative_energy_kcal_mol": 44.4,
  "max_force_ha_per_bohr": 0.0817,
  "e_tot_ev": -24200.0540,
  "species": ["C", "C", "C", "C", "N", "N", "O", "O", "O", "S", "H", "H", "H", "H", "H", "H"],
  "positions_angstrom": [[-2.042701, 0.674321, -0.296573], [-2.399070, -0.617428, -0.585783], [-0.660851, -0.644179, 0.736195], [1.851350, 1.345572, 0.062658], [-0.917028, 0.634709, 0.415947], [-1.512864, -1.476002, 0.135934], [3.377486, -0.658700, 0.609134], [1.623070, -1.019824, -1.117413], [0.391027, -1.068332, 1.402806], [2.064605, -0.388486, 0.058481], [-2.574832, 1.600702, -0.746511], [-2.958154, -0.944738, -1.412305], [2.574306, 1.771064, -0.521213], [0.722204, 1.556172, -0.184829], [2.137442, 1.717912, 1.049836], [-1.675991, -2.482766, 0.393642]],
  "forces_ev_per_a": [[-1.42, -0.31, -2.23], [0.34, -0.44, 0.91], [1.04, 1.31, -0.02], [-3.81, 0.22, 1.75], [0.99, 0.25, 2.24], [-1.96, -0.44, -1.10], [-1.74, -0.13, -0.06], [-0.63, -0.37, -1.05], [1.89, 1.24, -1.21], [1.04, -0.67, 2.33], [1.41, -1.64, 1.02], [-1.12, -0.71, -0.33], [1.74, 0.65, -2.32], [2.32, -0.28, 0.54], [-0.57, -0.41, 0.21], [0.47, 1.73, -0.69]]
}

---

(4)
{
  "formula": "C4H6N2O3S3",
  "method": "ωB97M-V with the def2-TZVPD basis set",
  "homo_lumo_gap_ha": 0.32929,
  "relative_energy_kcal_mol": 55.7,
  "max_force_ha_per_bohr": 0.0712,
  "e_tot_ev": -45868.8359,
  "species": ["C", "C", "C", "C", "N", "N", "O", "O", "O", "S", "S", "S", "H", "H", "H", "H", "H", "H"],
  "positions_angstrom": [[0.251631, -1.622763, -0.065515], [0.968891, 2.269970, 0.222933], [2.664811, 0.613527, -0.565088], [-1.211331, -1.647189, -0.525180], [0.801856, 1.692085, -1.067838], [1.616405, 0.871397, -1.440617], [1.131021, -2.352067, -0.465459], [3.856481, 0.110798, -0.972210], [3.363990, -1.435134, 0.970680], [2.709553, 1.743666, 0.863525], [0.602549, -0.647615, 1.379870], [3.011904, -1.200104, -0.388867], [0.961201, 3.340563, 0.198347], [0.122492, 1.729045, 0.661507], [-1.440705, -2.099216, -1.562730], [-2.002051, -2.041810, 0.212736], [-1.334711, -0.562129, -0.704764], [1.999887, -0.974367, 1.471347]],
  "forces_ev_per_a": [[-1.15, -1.56, 1.79], [1.53, -0.92, 0.70], [0.72, -0.42, 2.42], [-0.78, 0.54, -1.24], [-0.46, 0.57, -1.15], [-0.01, -0.07, -1.60], [-0.89, -0.63, -0.88], [1.34, 1.10, -1.05], [1.22, -0.66, 2.93], [-1.79, -0.11, -1.35], [-0.64, -0.25, 0.19], [0.78, 0.35, -3.56], [-0.52, 0.45, 0.02], [0.29, 0.81, 1.19], [0.96, 0.29, 1.77], [1.65, 0.75, -0.85], [-0.79, -0.31, 0.27], [-1.45, 0.09, 0.40]]
}

---

(5)
{
  "formula": "C4H6N2OS",
  "method": "ωB97M-V with the def2-TZVPD basis set",
  "homo_lumo_gap_ha": 0.34872,
  "relative_energy_kcal_mol": 79.6,
  "max_force_ha_per_bohr": 0.0548,
  "e_tot_ev": -20105.8891,
  "smiles": "O[C@H]1[C@@H]2N=CN(S)[C@H]12",
  "species": ["O", "C", "C", "N", "C", "N", "S", "C", "H", "H", "H", "H", "H", "H"],
  "positions_angstrom": [[-2.440946, -1.116593, -0.030367], [-1.318446, -0.356631, -0.431404], [-0.827853, 0.673195, 0.518863], [-0.000480, 1.759370, 0.077509], [1.083183, 1.276170, -0.402823], [1.218904, -0.124600, -0.282159], [2.706296, -0.850890, -0.013613], [-0.030640, -0.591905, 0.294094], [-2.572529, -1.761478, -0.724121], [-1.280615, -0.030379, -1.538558], [-1.465633, 0.983200, 1.360219], [1.924377, 1.807257, -0.848924], [2.961941, -0.156690, 1.129083], [0.042445, -1.510022, 0.892207]],
  "forces_ev_per_a": [[0.74, 0.76, 0.00], [0.21, 0.93, -2.65], [-0.75, 0.95, 1.73], [0.42, 0.08, -1.13], [-0.13, -0.86, 0.38], [-1.05, 0.52, -0.87], [0.00, 0.49, 0.53], [0.60, -1.48, 0.50], [-0.12, -0.35, -0.09], [-0.11, -0.72, 1.70], [0.32, -0.68, -0.23], [-0.35, 0.13, 0.23], [0.31, -0.46, -0.12], [-0.08, 0.67, 0.03]]
}

---

(6)
{
  "formula": "C4H6N2OS",
  "method": "ωB97M-V with the def2-TZVPD basis set",
  "homo_lumo_gap_ha": 0.28065,
  "relative_energy_kcal_mol": 108.7,
  "max_force_ha_per_bohr": 0.0816,
  "e_tot_ev": -20104.6286,
  "smiles": "C=C(C=S)/C(N)=N\\O",
  "species": ["C", "C", "C", "S", "C", "N", "N", "O", "H", "H", "H", "H", "H", "H"],
  "positions_angstrom": [[-1.455762, -1.035816, -0.010838], [-0.374896, -0.407230, -0.392173], [0.367308, -0.796578, -1.550632], [-0.078794, -2.045076, -2.523015], [0.104176, 0.691219, 0.474369], [-0.699982, 1.677320, 1.004487], [1.327312, 0.590192, 0.978074], [2.180512, -0.365738, 0.372215], [-1.902264, -1.833169, -0.532671], [-2.006039, -0.518483, 0.800228], [1.270944, -0.184949, -1.679749], [-1.493822, 2.018264, 0.411784], [-0.162258, 2.388458, 1.538872], [2.923565, -0.178415, 1.109050]],
  "forces_ev_per_a": [[-2.00, 1.47, 1.66], [-0.12, 0.90, 0.17], [0.71, -0.90, -1.32], [0.72, 1.02, 0.36], [3.55, -0.93, 1.15], [-0.71, 0.75, -0.36], [-2.54, 1.72, -1.07], [2.13, 0.87, 3.51], [-0.26, -0.93, -0.44], [0.18, -0.97, -0.28], [-0.29, -0.47, -0.57], [1.41, -0.45, 0.93], [-0.81, -0.77, -0.76], [-1.98, -1.31, -2.97]]
}

---

(7)
{
  "formula": "C4H6N2OS",
  "method": "ωB97M-V with the def2-TZVPD basis set",
  "homo_lumo_gap_ha": 0.34048,
  "relative_energy_kcal_mol": 62.3,
  "max_force_ha_per_bohr": 0.0223,
  "e_tot_ev": -20106.6381,
  "smiles": "CNc1cc(S)no1",
  "species": ["C", "N", "C", "C", "C", "S", "N", "O", "H", "H", "H", "H", "H", "H"],
  "positions_angstrom": [[-3.369984, -0.225301, 0.141129], [-2.305167, 0.723573, -0.140079], [-0.999964, 0.325144, -0.064306], [0.174452, 1.029432, -0.023273], [1.147645, -0.013074, 0.001375], [2.881468, 0.209859, 0.045034], [0.610631, -1.208837, -0.043836], [-0.765248, -0.981507, -0.077082], [-3.259551, -1.092036, -0.527780], [-3.307739, -0.611138, 1.192926], [-4.306702, 0.270038, -0.067340], [-2.483668, 1.644625, 0.178259], [0.366453, 2.102354, 0.002215], [3.158563, -1.119895, 0.075687]],
  "forces_ev_per_a": [[0.66, -0.83, 0.43], [0.21, -0.73, -0.20], [-0.01, 0.65, -0.05], [0.42, 0.04, 0.15], [-0.51, -0.14, -0.17], [0.10, -0.44, 0.04], [0.64, 0.26, 0.08], [-0.44, -0.09, 0.01], [-0.16, 0.33, 0.22], [-0.32, 0.35, -0.77], [-0.28, -0.04, 0.14], [0.07, 0.71, 0.18], [-0.28, -0.53, -0.03], [-0.12, 0.45, -0.02]]
}

---

(8)
{
  "formula": "C4H6N2OS",
  "method": "ωB97M-V with the def2-TZVPD basis set",
  "homo_lumo_gap_ha": 0.34498,
  "relative_energy_kcal_mol": 79.7,
  "max_force_ha_per_bohr": 0.1356,
  "e_tot_ev": -20105.8866,
  "smiles": "O=C1CCN(S)C=N1",
  "species": ["O", "C", "C", "C", "N", "S", "C", "N", "H", "H", "H", "H", "H", "H"],
  "positions_angstrom": [[3.166544, -0.531071, -0.077774], [1.849068, -0.446159, -0.044329], [1.037482, 0.944000, -0.278860], [-0.392112, 0.927110, 0.091451], [-0.958758, -0.344928, -0.152029], [-2.743398, -0.493046, -0.206821], [-0.208496, -1.529251, -0.033025], [1.110320, -1.626650, -0.035002], [1.558624, 1.824802, 0.251443], [1.031802, 1.103804, -1.376581], [-1.023795, 1.746462, -0.307632], [-0.495646, 0.944357, 1.174774], [-3.116584, 0.002750, 1.196208], [-0.815050, -2.522177, -0.201824]],
  "forces_ev_per_a": [[-6.88, 1.07, 0.38], [4.92, 0.39, -0.92], [2.65, 0.28, -0.32], [-0.80, 0.32, 2.20], [-2.26, -3.58, -0.93], [1.24, 1.10, 2.49], [0.09, -0.28, -1.59], [-1.89, 0.60, 0.65], [-0.59, -1.50, -1.03], [0.70, -0.03, 0.46], [0.57, -0.58, -0.10], [0.23, 1.05, 0.56], [0.95, -1.03, -2.58], [1.07, 2.18, 0.73]]
}

---

(9)
{
  "formula": "C4H6N2OS2",
  "method": "ωB97M-V with the def2-TZVPD basis set",
  "homo_lumo_gap_ha": [0.30354, 0.30738],
  "relative_energy_kcal_mol": 131.4,
  "max_force_ha_per_bohr": 0.0770,
  "e_tot_ev": -30937.2243,
  "species": ["C", "C", "C", "C", "N", "N", "O", "S", "S", "H", "H", "H", "H", "H", "H"],
  "positions_angstrom": [[-0.516264, 2.362526, -0.551025], [0.320184, 1.187392, -0.890565], [-1.364984, 2.039091, 0.447158], [0.080363, 0.132013, -0.020016], [1.288312, -1.509350, 2.219933], [-0.466262, -2.249836, -0.803397], [1.913875, -1.261353, -1.017454], [-1.143502, 0.505202, 1.139813], [0.839728, -1.428285, -0.047614], [-0.776055, 3.249232, -1.115779], [1.253688, 1.014020, -1.478082], [-2.200591, 2.621045, 0.822697], [2.153005, -0.832398, 2.064245], [-0.825303, -2.899441, -0.205369], [-0.198482, -2.631088, -1.765916]],
  "forces_ev_per_a": [[0.12, -1.76, -1.02], [0.78, -0.34, 1.32], [-0.69, 0.10, 0.76], [-0.87, 2.05, -0.06], [1.25, 1.02, -1.14], [2.20, 1.57, -2.89], [0.42, -0.55, -0.27], [0.22, -0.34, -0.20], [-0.17, 0.44, 0.12], [0.90, 0.01, -0.21], [-1.21, 0.85, -0.13], [0.29, 0.12, -0.08], [-1.72, -1.39, 0.07], [-1.20, -2.47, 1.74], [-0.31, 0.69, 1.98]]
}

---

(10)
{
  "formula": "C4H6N2S",
  "method": "ωB97M-V with the def2-TZVPD basis set",
  "homo_lumo_gap_ha": 0.31537,
  "relative_energy_kcal_mol": 46.5,
  "max_force_ha_per_bohr": 0.0937,
  "e_tot_ev": -18058.9552,
  "smiles": "CSC1N=CC=N1",
  "species": ["C", "S", "C", "N", "C", "C", "N", "H", "H", "H", "H", "H", "H"],
  "positions_angstrom": [[-1.173230, 0.408079, 1.631209], [0.600275, 0.821257, 1.692543], [1.157399, 0.296696, -0.001224], [1.044683, -1.129776, -0.187269], [0.313680, -1.229890, -1.260262], [0.027491, 0.057881, -1.804502], [0.504410, 0.996248, -1.030478], [-1.567127, 0.752209, 2.677328], [-1.218128, -0.587156, 1.649501], [-1.495447, 0.925407, 0.680219], [2.179524, 0.510970, 0.164703], [0.083955, -2.245070, -1.522622], [-0.457485, 0.423145, -2.689146]],
  "forces_ev_per_a": [[0.76, 4.67, 0.90], [0.09, -0.09, -0.12], [-0.70, -0.60, 2.01], [-1.09, 0.41, -0.76], [1.42, -1.63, 1.73], [0.14, 2.69, 0.49], [-0.21, -0.66, -1.24], [0.33, -0.10, -2.32], [-0.63, -3.99, -0.44], [-0.58, -0.67, 1.49], [1.35, 0.61, -0.49], [-0.45, -0.03, -0.84], [-0.44, -0.62, -0.41]]
}

---

(11)
{
  "formula": "C4H6N2S",
  "method": "ωB97M-V with the def2-TZVPD basis set",
  "homo_lumo_gap_ha": 0.31703,
  "relative_energy_kcal_mol": 73.7,
  "max_force_ha_per_bohr": 0.0567,
  "e_tot_ev": -18057.7793,
  "smiles": "CC=C=N.N=C=S",
  "species": ["C", "C", "C", "N", "H", "H", "H", "H", "H", "N", "C", "S", "H"],
  "positions_angstrom": [[1.933550, -0.896216, 0.073695], [0.518698, -0.599558, -0.313338], [-0.444549, -1.205445, 0.294896], [-1.196583, -2.083700, 0.637759], [2.354592, 0.054928, 0.496806], [2.601746, -1.320569, -0.702724], [2.126107, -1.868356, 0.648846], [0.494054, 0.170162, -0.972501], [-1.793624, -2.175405, 1.423713], [-2.364549, 2.427812, -0.806905], [-1.338972, 2.298211, -0.175198], [-0.314328, 2.193470, 0.993812], [-2.576141, 3.004664, -1.598862]],
  "forces_ev_per_a": [[1.67, -1.54, 0.73], [1.78, -1.74, 1.15], [-0.37, -0.64, -0.27], [-0.51, -0.92, -0.72], [0.20, -1.30, -0.03], [-0.51, 1.32, -0.81], [-0.98, 1.79, 0.65], [-1.00, 2.07, -1.80], [-0.21, 0.57, 0.93], [1.03, -0.49, -0.04], [-1.79, 0.82, 0.36], [0.64, 0.04, 0.03], [0.04, 0.03, -0.18]]
}

---

(12)
{
  "formula": "C4H6N2S2",
  "method": "ωB97M-V with the def2-TZVPD basis set",
  "homo_lumo_gap_ha": 0.29636,
  "relative_energy_kcal_mol": 124.3,
  "max_force_ha_per_bohr": 0.1295,
  "e_tot_ev": -28890.8193,
  "smiles": "C#C/C(=N\\SC)NS",
  "species": ["C", "C", "C", "N", "S", "C", "N", "S", "H", "H", "H", "H", "H", "H"],
  "positions_angstrom": [[0.108416, 3.288743, -0.210282], [0.435048, 2.088811, 0.150955], [0.950536, 0.739009, -0.011954], [0.190181, -0.356335, -0.064677], [-1.596824, -0.076077, -0.193094], [-2.091947, -1.783880, -0.035674], [2.253041, 0.485755, -0.132411], [2.776854, -1.229498, -0.192145], [-0.546328, 4.242001, -0.212632], [-3.222704, -1.821734, -0.038874], [-1.917769, -2.399155, -0.947070], [-1.985821, -2.393543, 0.920959], [2.726900, 1.240940, 0.196665], [1.920421, -2.025034, 0.770237]],
  "forces_ev_per_a": [[-0.26, -4.41, 2.49], [-0.92, 5.93, -2.89], [-3.98, -3.06, -0.12], [-1.48, 2.59, -0.03], [1.90, -0.65, 0.64], [-2.37, -1.84, 0.13], [-0.46, -3.12, -0.75], [-0.90, 0.39, 1.24], [1.74, -2.07, -0.10], [0.81, 0.82, -0.17], [0.65, 0.41, 0.76], [0.95, 1.14, -1.07], [3.00, 1.74, 1.37], [1.33, 2.11, -1.50]]
}